Here is C15H20Cl27FIN4O2P2 as an isolated structure from the OMol25 dataset. Energies are from ωB97M-V/def2-TZVPD.

Its maximum force is 0.1509 Eh/bohr. Its HOMO-LUMO gap is 6.527 eV. The calculation puts the molecular weight at 1453.432 g mol⁻¹. Its total energy is -14458.0199 Eh.

Structure (ORCA input):
```
! RIJCOSX wB97M-V def2-TZVPD def2/J DEFGRID3
* xyz 1 1
C 4.38778 -0.60028 3.22441
C 3.72902 0.81044 3.62571
P 2.33455 1.25251 2.36860
C 2.94366 2.84638 1.47831
C 0.73332 1.63246 3.31548
N 0.58372 2.57180 4.44184
N -0.73053 2.53621 4.78059
N -1.47790 1.70117 4.02388
P -3.23776 1.53667 4.33009
O -4.02260 0.69511 3.06428
I -4.07843 3.87348 4.08693
N -0.64122 1.10247 3.13698
C -1.04113 0.06457 2.12895
C -1.20379 0.76468 0.68877
O -1.09844 0.06988 -0.35982
F -1.41988 2.16527 0.49365
H 5.16519 -0.97601 3.99991
H 5.00313 -0.42432 2.25623
H 3.59467 -1.38187 2.97023
H 3.31863 0.83585 4.71175
H 4.53225 1.64679 3.59266
H 2.05063 3.26507 0.88370
H 3.86993 2.64538 0.81954
H 3.25045 3.58153 2.32184
H -3.88498 1.20867 2.22573
H -1.92413 -0.59385 2.43543
H -0.12890 -0.65819 2.02284
C -1.62694 -2.56956 -3.21258
Cl -0.69870 -2.06121 -4.63014
Cl -3.07770 -3.45516 -3.70274
Cl -0.62694 -3.56175 -2.13881
H -1.93640 -1.67882 -2.66767
C -5.23448 -6.08634 -5.70197
Cl -3.63372 -6.80188 -5.46339
Cl -6.41867 -7.33453 -6.11319
Cl -5.74162 -5.20026 -4.25533
H -5.17550 -5.38323 -6.53122
C 2.36266 -2.44590 0.18111
Cl 3.30125 -3.45014 1.29417
Cl 1.39470 -1.25425 1.07474
Cl 3.42813 -1.63501 -0.97628
H 1.68270 -3.09229 -0.37310
C 2.77878 0.17015 -5.54522
Cl 4.11951 -0.65852 -6.34886
Cl 1.26919 -0.08031 -6.43272
Cl 2.61555 -0.38918 -3.87305
H 2.99442 1.23728 -5.53099
C 2.17968 5.55732 6.63476
Cl 1.29250 4.49628 5.52614
Cl 1.66420 7.23956 6.43684
Cl 1.95534 5.03109 8.30905
H 3.23989 5.49367 6.39472
C 2.67651 -5.36042 -2.49148
Cl 3.01060 -6.43763 -3.85369
Cl 1.42010 -6.04519 -1.44868
Cl 4.15069 -5.05420 -1.56210
H 2.31554 -4.41079 -2.88568
C -5.68449 1.86545 -0.05493
Cl -5.88482 0.88972 -1.51934
Cl -3.96582 2.18600 0.24386
Cl -6.58214 3.38322 -0.18039
H -6.08061 1.30214 0.78895
C 7.27773 -0.90715 -1.03045
Cl 6.10096 0.02317 -0.08784
Cl 8.92558 -0.38594 -0.65535
Cl 7.08782 -2.63924 -0.72416
H 7.09197 -0.72326 -2.08756
C -8.99558 3.63096 -3.49325
Cl -8.03790 5.10402 -3.70629
Cl -9.82653 3.20634 -4.99652
Cl -7.96788 2.29546 -2.95021
H -9.74684 3.81845 -2.72768
*
```

The Mulliken scheme yields these atomic charges, measured in e: -0.403, -0.638, 0.380, -1.019, -0.179, -0.143, -0.528, 0.673, 0.042, -0.362, 0.115, 0.488, -0.288, 0.664, -0.505, -0.262, 0.361, -0.025, 0.046, 0.391, 0.380, 0.339, 0.298, 0.334, 0.200, 0.436, 0.179, 0.029, -0.079, -0.029, -0.117, 0.166, 0.048, -0.101, -0.121, -0.129, 0.301, 0.181, -0.088, -0.154, 0.060, -0.160, -0.064, -0.121, -0.121, 0.008, 0.299, 0.043, 0.035, -0.124, -0.123, 0.291, 0.261, -0.124, -0.126, -0.072, 0.074, 0.165, -0.136, -0.066, -0.098, 0.256, -0.070, -0.063, -0.118, -0.099, 0.308, -0.008, -0.121, -0.118, -0.050, 0.302

Here is one molecule with the formula C3H7IN4 from the OMol25 dataset. Energies are from ωB97M-V/def2-TZVPD.

Its maximum force is 0.0688 Eh/bohr. The structure (SMILES) is [H]/N=N/[C@@H](I)N(C)N=C. Its HOMO-LUMO gap is 8.253 eV. The calculation puts the molecular weight at 226.021 g mol⁻¹. The energy above the lowest of the compared OMol25 structures with the same formula, charge and spin is 0.0 kcal per mole. Its total energy is -635.0884 Eh.

Structure (ORCA input):
```
! RIJCOSX wB97M-V def2-TZVPD def2/J DEFGRID3
* xyz 0 1
H -3.56657 0.54533 0.34101
N -2.61195 0.96581 0.45852
N -1.95843 0.38038 -0.44914
C -0.64091 0.78392 -0.73679
I -0.67988 3.25418 -0.21604
N 0.24497 -0.02413 -0.18420
C 1.55837 -0.15125 -0.65622
N -0.15688 -0.70770 0.90157
C 0.62533 -1.56463 1.39685
H -0.56500 0.79212 -1.84235
H 2.23042 0.19002 0.09387
H 1.82790 -1.13228 -0.92047
H 1.79104 0.55806 -1.53532
H 0.25179 -2.17313 2.23959
H 1.64980 -1.71670 1.10912
*
```

The Mulliken scheme yields these atomic charges, measured in e: 0.260, -0.348, -0.086, -0.293, -0.170, 0.654, -1.145, -0.711, -0.341, 0.456, 0.459, 0.397, 0.326, 0.244, 0.298

Here is C4H8O2 as an isolated structure from the OMol25 dataset. Energies are from ωB97M-V/def2-TZVPD.

Its maximum force is 0.0106 Eh/bohr. Its HOMO-LUMO gap is 8.404 eV. The calculation puts the molecular weight at 88.106 g mol⁻¹. The energy above the lowest of the compared OMol25 structures with the same formula, charge and spin is 127.1 kcal per mole. Its total energy is -307.5098 Eh.

Structure (ORCA input):
```
! RIJCOSX wB97M-V def2-TZVPD def2/J DEFGRID3
* xyz 0 1
O 1.43747 1.08405 -0.18404
C 1.45646 -0.09841 -0.67263
C 0.18630 -1.24844 0.25947
C -0.82140 -0.45760 0.81754
C -1.05269 1.39920 -0.16798
O -1.26853 1.27154 -1.34808
H 0.10231 1.20834 0.19074
H 2.29846 -0.74102 -0.39050
H 1.10775 -0.23405 -1.70718
H 0.90372 -1.66067 0.96257
H -0.09714 -1.91801 -0.54992
H -1.84710 -0.54869 0.47277
H -0.70492 -0.07695 1.83041
H -1.70069 2.02073 0.48683
*
```

The Mulliken scheme yields these atomic charges, measured in e: -0.580, -0.302, -0.472, -0.750, -0.076, -0.435, 0.305, 0.356, 0.276, 0.331, 0.288, 0.387, 0.302, 0.369

Here is a 2-piece molecular cluster, C11H12INO7S overall from the OMol25 dataset. Energies are from ωB97M-V/def2-TZVPD.

Its maximum force is 0.1781 Eh/bohr. Its HOMO-LUMO gap is 3.343 eV. The calculation puts the molecular weight at 429.188 g mol⁻¹. Its total energy is -1703.2733 Eh.

Structure (ORCA input):
```
! RIJCOSX wB97M-V def2-TZVPD def2/J DEFGRID3
* xyz -2 1
C 5.38663 -1.66807 0.05925
C 4.11707 -0.63979 0.30625
C 2.60578 -1.18689 -0.02170
C 1.32789 -0.14963 0.27398
C 1.54268 1.36247 0.86977
C 0.35031 2.44153 1.23604
O -0.92653 1.83094 1.63613
C -1.75353 1.44556 0.48306
O -1.70398 1.96207 -0.74709
N -2.83424 0.37224 0.72730
C -2.54538 -0.88618 -0.06535
C -1.91478 -2.10171 0.87364
O -2.12939 -2.24130 2.18607
I -0.58666 -3.54060 -0.18140
C 3.10341 1.87454 1.15872
C 4.40638 0.89364 0.88764
H 6.02488 -1.18421 -0.81964
H 6.00748 -1.75838 1.06655
H 4.91898 -2.70234 -0.24622
H 2.37574 -2.25812 -0.44716
H 0.21290 -0.48977 0.06308
H 0.27746 3.23357 0.37766
H 0.74370 3.03759 2.19283
H -3.73832 0.74223 0.30378
H -1.83831 -0.63546 -0.96620
H -3.58374 -1.27861 -0.50538
H 3.33013 2.95214 1.59886
H 5.51506 1.26419 1.11839
O -5.01574 -1.30541 -3.22178
S -5.73835 -0.13826 -2.68378
O -5.79964 0.91788 -3.71043
O -5.03130 0.37239 -1.49524
O -7.10656 -0.53821 -2.30764
*
```

The Mulliken scheme yields these atomic charges, measured in e: -0.903, 0.604, -0.418, 0.196, 0.489, -0.286, -0.312, 0.348, -0.498, -0.357, -0.211, 0.248, -0.524, -0.021, -0.526, -0.451, 0.244, 0.259, 0.264, -0.007, -0.300, 0.298, 0.285, 0.472, 0.381, 0.292, 0.186, 0.221, -0.793, 1.063, -0.783, -0.677, -0.781